Entry P
The molecule C3H2O5, computed with the ωB97M-V functional and the def2-TZVPD basis.

```
! RIJCOSX wB97M-V def2-TZVPD def2/J DEFGRID3
* xyz 0 1
O -1.16 -1.25 -1.19
O 1.53 1.56 -0.86
O -1.47 -0.96 1.02
O -0.38 1.38 0.31
O 1.68 -1.17 0.81
C 0.77 0.97 0.06
C 0.87 -0.53 0.20
C -0.82 -0.77 -0.14
H -2.13 -1.67 0.85
H 1.12 2.43 -1.07
*
```

SMILES: O=C(O)C(=O)C(=O)O


Entry Q
The molecule C3H2O5, computed with the ωB97M-V functional and the def2-TZVPD basis.

```
! RIJCOSX wB97M-V def2-TZVPD def2/J DEFGRID3
* xyz 0 1
O 0.03 -1.42 0.01
O 1.44 1.75 0.02
O -2.40 -0.29 0.00
O 2.40 -0.27 -0.01
O -1.47 1.72 -0.01
C 1.35 0.55 0.00
C -1.36 0.53 -0.02
C 0.02 -0.18 0.00
H 2.04 -1.19 -0.07
H -2.05 -1.21 0.08
*
```

SMILES: O=C(O)C(=O)C(=O)O


Energies, relative to the best one, in kJ/mol: entry P 171.4; entry Q 0.0.